1.
{
  "formula": "C20H25As2N4O2OsS",
  "method": "ωB97M-V/def2-TZVPD",
  "elements": ["Os", "C", "As", "C", "C", "C", "C", "C", "C", "C", "As", "C", "C", "H", "H", "H", "H", "H", "H", "H", "H", "H", "H", "H", "H", "H", "H", "H", "H", "N", "C", "C", "C", "C", "C", "C", "S", "O", "O", "N", "C", "N", "C", "C", "C", "N", "H", "H", "H", "H", "H", "H", "H", "H", "H"],
  "coordinates": [[1.0824, 0.3269, -0.6770], [-2.5365, 1.1781, -0.7840], [-0.7863, 1.9331, -1.0581], [-0.8067, 2.6524, -2.8463], [-0.5811, 3.4070, 0.1567], [-1.5853, 4.3564, 0.3017], [-1.3950, 5.4309, 1.1611], [-0.2066, 5.5611, 1.8678], [0.8019, 4.6174, 1.7227], [0.6134, 3.5381, 0.8683], [2.0034, 2.2274, 0.6432], [3.5404, 3.1273, -0.0922], [2.5200, 1.6251, 2.3979], [-3.2758, 1.9423, -1.0205], [-2.6277, 0.8721, 0.2544], [-2.6692, 0.3297, -1.4529], [-1.6104, 3.3850, -2.9105], [-0.9878, 1.8477, -3.5569], [0.1410, 3.1395, -3.0656], [-2.5157, 4.2743, -0.2473], [-2.1763, 6.1698, 1.2765], [-0.0625, 6.4001, 2.5349], [1.7235, 4.7360, 2.2802], [3.8034, 3.9522, 0.5693], [3.3073, 3.5162, -1.0809], [4.3733, 2.4291, -0.1491], [2.8155, 2.4987, 2.9779], [3.3635, 0.9423, 2.3142], [1.6794, 1.1307, 2.8800], [-4.5929, -5.7640, 0.1127], [-3.6261, -4.8698, 0.1851], [-2.3956, -5.0879, -0.5207], [-1.3880, -4.1748, -0.4121], [-1.5855, -3.0305, 0.3822], [-2.7820, -2.7796, 1.0692], [-3.8017, -3.6867, 0.9772], [-0.1814, -1.9955, 0.6869], [-0.6286, -0.6627, 1.0802], [0.6811, -2.7403, 1.5385], [0.5238, -1.6813, -0.7667], [1.8242, -2.2038, -0.9645], [2.6728, -1.1719, -0.9400], [3.9752, -1.4328, -1.1328], [4.3825, -2.7358, -1.3308], [3.4093, -3.7263, -1.3270], [2.1071, -3.4599, -1.1457], [-4.4918, -6.6139, -0.4312], [-5.4684, -5.6439, 0.6101], [-2.2736, -5.9833, -1.1170], [-0.4413, -4.3360, -0.9155], [-2.8876, -1.8930, 1.6797], [-4.7336, -3.5314, 1.5062], [4.6661, -0.6008, -1.1245], [5.4245, -2.9743, -1.4844], [3.6665, -4.7670, -1.4802]],
  "atomic_forces_ev_per_a": [[-0.052, -0.317, 0.007], [-0.002, 0.031, 0.018], [0.079, 0.078, 0.108], [0.020, -0.012, -0.028], [0.152, -0.004, 0.026], [-0.001, 0.022, 0.015], [0.021, -0.019, -0.003], [-0.011, -0.008, -0.009], [-0.019, 0.019, -0.002], [-0.077, -0.054, -0.090], [-0.052, 0.051, -0.046], [0.026, -0.003, -0.023], [-0.019, -0.032, 0.002], [-0.009, -0.005, 0.005], [-0.008, -0.011, -0.005], [0.011, -0.007, 0.002], [-0.005, 0.000, 0.008], [0.002, 0.015, -0.017], [0.003, -0.002, 0.000], [-0.003, 0.003, 0.001], [0.002, 0.002, 0.001], [-0.005, 0.002, -0.003], [-0.001, 0.003, 0.002], [-0.007, -0.002, 0.009], [-0.001, -0.002, -0.001], [0.011, 0.014, -0.003], [0.002, -0.009, 0.018], [0.002, -0.002, 0.006], [-0.002, -0.002, 0.002], [-0.011, 0.006, 0.007], [0.033, 0.013, -0.005], [-0.006, 0.012, 0.010], [-0.026, -0.021, -0.010], [-0.045, -0.014, 0.009], [0.017, -0.019, -0.018], [-0.006, -0.015, -0.010], [0.107, 0.161, -0.181], [-0.043, -0.107, 0.009], [0.021, 0.030, 0.014], [-0.267, -0.054, 0.160], [-0.143, -0.243, 0.047], [0.333, 0.461, -0.042], [0.009, 0.027, -0.016], [0.060, 0.049, 0.004], [-0.074, -0.079, -0.007], [-0.020, 0.041, 0.016], [-0.007, -0.002, 0.002], [-0.003, -0.007, -0.003], [-0.008, -0.003, 0.002], [-0.001, 0.007, 0.013], [0.010, 0.005, 0.001], [-0.003, -0.007, -0.003], [-0.009, 0.007, -0.001], [0.000, -0.002, -0.001], [0.025, 0.004, 0.003]],
  "e_above_lowest_ev": 0.000,
  "homo_ev": [-17.4, -17.4],
  "s_squared": 6.058,
  "spin_multiplicity": 5,
  "homo_lumo_gap_ev": [8.37, 5.90],
  "total_charge": 3
}



2.
{
  "formula": "C4H8BrNO2",
  "method": "ωB97M-V/def2-TZVPD",
  "elements": ["C", "C", "C", "C", "N", "O", "O", "Br", "H", "H", "H", "H", "H", "H", "H", "H"],
  "coordinates": [[-0.8454, -0.8713, 2.0037], [0.1584, 1.3836, 1.2194], [1.9528, -1.0651, -0.6256], [-0.4751, 0.0227, 0.9367], [-0.8652, -0.2406, -0.3435], [-0.6013, 0.5903, -1.2069], [-1.4738, -1.2935, -0.5992], [1.4456, -0.6533, -2.3364], [-0.9291, -0.4387, 3.0804], [-1.8192, -1.3221, 1.7410], [-0.0544, -1.6945, 2.0369], [-0.5431, 2.1905, 0.6747], [1.0830, 1.4464, 0.5729], [0.4817, 1.6517, 2.1727], [3.0084, -0.8369, -0.2466], [1.4420, -1.9792, -0.2417]],
  "atomic_forces_ev_per_a": [[-0.224, -1.628, 2.037], [-0.861, 0.548, -5.074], [0.947, -1.134, 1.049], [1.420, 2.642, 1.868], [-0.735, -0.441, -0.872], [-0.487, 0.918, -0.178], [0.157, -0.139, 0.260], [0.869, -0.166, -0.243], [0.385, -0.341, -2.134], [0.523, -0.179, 0.256], [-1.115, 0.664, 0.128], [1.466, -1.516, 1.587], [-0.885, 0.011, 0.517], [-0.207, -0.034, 1.830], [-1.803, -0.115, -0.793], [0.551, 0.911, -0.236]],
  "e_above_lowest_ev": 6.542,
  "homo_ev": [-8.9, -8.4],
  "homo_lumo_gap_ev": [8.45, 6.85]
}



3.
{
  "formula": "C26H42N4O5S",
  "method": "ωB97M-V/def2-TZVPD",
  "elements": ["C", "H", "H", "H", "C", "C", "H", "H", "H", "H", "C", "N", "C", "H", "C", "C", "H", "H", "H", "C", "H", "H", "H", "H", "H", "C", "C", "N", "C", "O", "C", "N", "C", "O", "C", "H", "O", "C", "C", "C", "C", "C", "C", "H", "S", "O", "O", "N", "C", "C", "H", "H", "C", "C", "H", "H", "H", "C", "C", "H", "H", "H", "H", "H", "H", "H", "H", "H", "H", "H", "H", "H", "H", "H", "H", "H", "H", "H"],
  "coordinates": [[4.0724, -0.9310, 0.3386], [4.9844, -0.6513, -0.1838], [4.3143, -1.7141, 1.0539], [3.7121, -0.0613, 0.8837], [3.0128, -1.4134, -0.6490], [1.7675, -1.8893, 0.0947], [2.0230, -2.6646, 0.8144], [1.3071, -1.0602, 0.6276], [1.0414, -2.2965, -0.6049], [3.4229, -2.2560, -1.2143], [2.6644, -0.2751, -1.6171], [1.7303, -0.6870, -2.6587], [2.3719, -1.4050, -3.7558], [3.3982, -1.6540, -3.4726], [1.6644, -2.7110, -4.1659], [2.0204, -3.8664, -3.2345], [3.0881, -4.0739, -3.2767], [1.4877, -4.7679, -3.5302], [1.7540, -3.6339, -2.2085], [2.0462, -3.0699, -5.6014], [3.1241, -3.1924, -5.6877], [1.5714, -4.0017, -5.8997], [1.7332, -2.2910, -6.2934], [0.5833, -2.5612, -4.1222], [2.4315, -0.7532, -4.6402], [0.8878, 0.4105, -3.1178], [-0.4862, -0.1050, -3.5597], [-1.0229, -0.9221, -2.4939], [-2.1753, -0.6379, -1.8718], [-2.9956, 0.1604, -2.2730], [-2.4204, -1.4447, -0.5814], [-3.3749, -0.7176, 0.2287], [-4.6632, -1.1685, 0.2533], [-4.9751, -2.2775, -0.1175], [-5.7005, -0.1677, 0.7341], [-6.1018, 0.3137, -0.1730], [-5.2435, 0.8148, 1.6381], [-4.0036, 1.3102, 1.3867], [-3.6970, 2.5770, 1.8679], [-2.4344, 3.1111, 1.6774], [-1.4824, 2.3519, 1.0277], [-1.7700, 1.0943, 0.5360], [-3.0426, 0.5575, 0.6911], [-0.9836, 0.5743, 0.0169], [0.1858, 2.9752, 0.8193], [0.8295, 2.1596, -0.1762], [0.1247, 4.3911, 0.6240], [1.0133, 2.7197, 2.2319], [1.3858, 1.3679, 2.5607], [0.3710, 0.6918, 3.4829], [-0.5853, 0.5854, 2.9648], [0.7306, -0.3044, 3.7465], [0.1708, 1.5339, 4.7452], [-0.8523, 0.8910, 5.6766], [-1.8163, 0.8046, 5.1793], [-0.5279, -0.1037, 5.9728], [-0.9819, 1.4914, 6.5738], [-0.2717, 2.9413, 4.3363], [0.7333, 3.5667, 3.3656], [0.3700, 4.5131, 2.9648], [1.6806, 3.7502, 3.8868], [-0.3572, 3.5787, 5.2178], [-1.2543, 2.8784, 3.8654], [1.1307, 1.6061, 5.2697], [1.4857, 0.8388, 1.6135], [2.3664, 1.3947, 3.0509], [-2.1914, 4.1100, 2.0006], [-4.4688, 3.1275, 2.3810], [-6.5139, -0.6996, 1.2325], [-2.8904, -2.3999, -0.8349], [-1.4984, -1.6283, -0.0262], [-0.3126, -1.4929, -2.0536], [-1.1735, 0.7254, -3.7303], [-0.4114, -0.6937, -4.4784], [1.3468, 0.9686, -3.9492], [0.7386, 1.1052, -2.2886], [2.2055, 0.5306, -1.0408], [3.5961, 0.1223, -2.0508]],
  "atomic_forces_ev_per_a": [[-0.095, -0.180, -0.247], [0.131, 0.070, -0.002], [0.055, -0.033, 0.107], [-0.023, 0.137, 0.120], [-0.082, 0.257, 0.063], [0.246, -0.076, -0.219], [-0.038, -0.082, 0.090], [-0.118, 0.127, 0.108], [-0.127, -0.054, 0.017], [0.010, -0.005, -0.037], [0.172, -0.259, 0.150], [0.137, 0.153, 0.087], [-0.327, -0.267, -0.154], [0.044, 0.017, -0.018], [0.317, -0.061, -0.130], [-0.215, 0.218, -0.114], [0.159, -0.031, 0.015], [-0.031, -0.116, 0.019], [-0.006, -0.024, 0.204], [-0.205, 0.070, 0.216], [0.157, -0.027, -0.049], [-0.001, -0.104, -0.080], [0.002, 0.072, -0.119], [-0.008, 0.067, -0.004], [0.051, 0.027, 0.057], [-0.309, 0.005, -0.132], [0.123, 0.192, -0.127], [0.372, -0.101, -0.127], [-0.059, -0.442, 0.192], [-0.203, 0.181, -0.039], [-0.228, 0.104, -0.123], [0.322, -0.206, -0.031], [-0.190, -0.017, 0.305], [-0.234, 0.055, -0.102], [-0.429, -0.230, -0.383], [0.056, -0.082, 0.143], [0.326, 0.078, 0.175], [0.279, 0.140, -0.064], [0.033, -0.207, -0.093], [-0.080, 0.065, -0.056], [0.592, 0.250, -0.174], [-0.182, -0.091, -0.042], [-0.136, 0.406, 0.328], [0.060, -0.194, -0.111], [0.227, 0.008, 0.174], [-0.201, -0.178, 0.166], [-0.269, 0.080, 0.234], [-0.352, 0.242, -0.977], [-0.048, -0.734, -0.109], [0.315, 0.222, 0.161], [-0.042, -0.067, 0.013], [-0.026, -0.076, -0.017], [-0.409, -0.089, -0.071], [0.303, 0.123, -0.094], [-0.140, -0.020, -0.058], [-0.020, -0.135, 0.064], [-0.070, 0.038, 0.135], [0.390, -0.095, 0.030], [-0.401, 0.493, 0.349], [0.112, 0.085, 0.220], [-0.045, 0.031, -0.071], [-0.060, 0.046, 0.033], [-0.018, 0.009, 0.079], [0.049, 0.014, -0.004], [0.181, -0.135, 0.165], [-0.020, 0.006, -0.082], [-0.038, 0.140, 0.091], [-0.103, 0.075, 0.038], [0.207, 0.012, -0.145], [0.172, 0.148, 0.039], [0.017, -0.013, -0.048], [-0.134, 0.020, 0.176], [0.068, -0.092, -0.047], [-0.030, 0.111, -0.019], [0.021, -0.015, 0.060], [-0.007, -0.060, -0.092], [0.061, -0.040, -0.013], [-0.015, 0.045, 0.001]],
  "e_above_lowest_ev": 0.025,
  "homo_ev": -8.6,
  "smiles": "CC(C)CN(CCNC(=O)CN1C(=O)COc2ccc(S(=O)(=O)N3CCC(C)CC3)cc21)CC(C)C",
  "homo_lumo_gap_ev": 9.19
}